The following is a DFT calculation (ωB97M-V with the def2-TZVPD basis set) of a molecular structure, C3H2AuF3NO5S2 in a non-equilibrium geometry.

## Properties
Frontier orbital gap (spin up / spin down) ... 10.1 / 5.9 eV
Molecular weight ... 450.15 g mol⁻¹
Expectation value of S² ... 2.023

Structure (ORCA input):
```
! RIJCOSX wB97M-V def2-TZVPD def2/J DEFGRID3
* xyz 1 3
C 2.95 -0.29 0.91
C 3.05 -1.19 1.93
O 3.11 -1.99 2.73
Au 1.03 -0.01 0.32
H 3.27 0.71 1.23
N -1.31 -0.54 -1.59
S 0.25 0.11 -1.97
O 0.76 -0.86 -2.99
O 0.01 1.47 -2.55
S -1.77 -0.49 -0.11
O -0.64 -0.34 0.89
O -2.74 -1.52 0.24
C -2.69 1.11 0.20
F -1.83 2.10 0.38
F -3.45 1.38 -0.85
F -3.45 1.00 1.28
H 3.45 -0.67 -0.02
*
```

Here are the Mulliken charges for atoms 1 to 6, given in e: C -0.826; C 0.555; O -0.114; Au 0.624; H 0.364; N -0.259